Entry 1:
Here is 2 unconnected molecules or ions with the total composition CHClO2 at a distorted geometry from OMol25. Energies are from ωB97M-V/def2-TZVPD.

Results
HOMO-LUMO gap: 10.6863 eV
HOMO energy: -0.386 hartree
Molecular weight: 80.47 g/mol
LUMO: 0.2 eV
Strongest force on any atom: 3.94 eV Å⁻¹
E_tot: -649.2921 a.u.

XYZ file:
```
5
Properties=species:S:1:pos:R:3:forces:R:3
C 0.189469 1.317548 -1.148470 0.09 0.60 -0.38
O 0.418341 2.277598 -0.601004 -0.06 -0.28 0.02
O -0.054865 -0.677451 0.349320 -0.11 0.78 3.86
Cl -0.400407 -2.241678 0.011546 -0.30 -1.47 -0.60
H -0.152538 -0.676017 1.388607 0.38 0.37 -2.90
```
Positions in Å, forces in eV/Å.

=====

Entry 2:
Here is 2 unconnected molecules or ions with the total composition CHClO3 from OMol25. Energies are from ωB97M-V/def2-TZVPD.

Results
Net charge: -2
HOMO-LUMO gap: 7.9881 eV
HOMO energy: -0.034 hartree
Molecular weight: 96.47 g/mol
LUMO: 7.1 eV
Strongest force on any atom: 0.68 eV Å⁻¹
E_tot: -724.6838 a.u.

XYZ file:
```
6
Properties=species:S:1:pos:R:3:forces:R:3
Cl -0.239469 -0.660667 -3.688273 0.00 0.00 -0.23
O -0.010979 0.840219 0.007088 -0.15 -0.18 -0.15
C 0.024738 0.058929 1.174235 0.11 -0.64 0.19
O 0.591060 -1.056884 1.085357 -0.10 0.33 -0.13
O -0.520161 0.573608 2.168569 0.03 0.35 0.03
H 0.154811 0.244794 -0.746976 0.10 0.14 0.29
```
Positions in Å, forces in eV/Å.

=====

Entry 3:
Here is a molecular structure, CHClS2 at a distorted geometry from OMol25. Energies are from ωB97M-V/def2-TZVPD.

Results
HOMO-LUMO gap (spin up / spin down): 6.6368 / 6.6400 eV
HOMO energy (spin up / spin down): -0.361 / -0.361 hartree
Molecular weight: 112.61 g/mol
LUMO (spin up / spin down): -3.2 / -3.2 eV
Strongest force on any atom: 3.02 eV Å⁻¹
E_tot: -1295.1817 a.u.

XYZ file:
```
5
Properties=species:S:1:pos:R:3:forces:R:3
C 0.588477 -0.035403 -0.062220 2.28 0.26 1.35
S 1.991619 -0.949287 -0.034526 -1.73 0.38 -0.40
S -0.772072 -1.023708 -0.073811 -1.29 2.73 -0.13
Cl -2.526156 0.953047 -0.037766 1.81 -2.18 -0.06
H 0.718134 1.055351 0.208322 -1.08 -1.19 -0.76
```
Positions in Å, forces in eV/Å.

=====

Entry 4:
Here is 2 unconnected molecules or ions with the total composition CHClS2 at a distorted geometry from OMol25. Energies are from ωB97M-V/def2-TZVPD.

Results
2S+1: 3
HOMO-LUMO gap (spin up / spin down): 6.5078 / 6.3064 eV
HOMO energy (spin up / spin down): -0.231 / -0.357 hartree
Expectation value of S²: 2.00
Molecular weight: 112.61 g/mol
LUMO (spin up / spin down): 0.2 / -3.4 eV
Strongest force on any atom: 2.09 eV Å⁻¹
E_tot: -1295.1379 a.u.

XYZ file:
```
5
Properties=species:S:1:pos:R:3:forces:R:3
C 0.414877 1.260222 -0.492927 -0.49 -0.30 -0.23
S 1.881737 0.876454 -0.194081 2.04 -0.23 0.39
S -1.036125 1.788745 -0.686736 -1.45 0.77 -0.21
Cl -0.369229 -1.719543 0.117565 -0.78 -0.82 1.53
H -0.891260 -2.205879 1.256179 0.68 0.58 -1.48
```
Positions in Å, forces in eV/Å.

=====

Entry 5:
Here is a molecular structure, CHCoF3NO5S2 at a distorted geometry from OMol25. Energies are from ωB97M-V/def2-TZVPD.

Results
2S+1: 5
HOMO-LUMO gap (spin up / spin down): 10.7712 / 5.9158 eV
HOMO energy (spin up / spin down): -0.394 / -0.392 hartree
Expectation value of S²: 6.02
Molecular weight: 287.08 g/mol
LUMO (spin up / spin down): 0.1 / -4.8 eV
Strongest force on any atom: 5.55 eV Å⁻¹
E_tot: -2948.2959 a.u.

XYZ file:
```
14
Properties=species:S:1:pos:R:3:forces:R:3
O -0.364156 -0.236766 -0.819167 -0.28 -1.33 1.58
Co -0.144887 1.611516 -1.120561 0.03 0.68 -1.31
H 1.200269 2.504107 -2.966843 -0.10 -0.10 -0.05
N -0.618919 0.097754 1.732027 1.64 0.83 0.40
S 0.582090 1.346404 1.760697 -5.04 2.03 1.14
O 0.087229 2.297327 0.618879 1.74 -0.95 1.98
O 0.267818 2.008583 3.066349 1.67 -1.32 -2.01
S -0.722570 -0.853212 0.514877 -1.75 -2.35 -1.97
O 0.310847 2.257636 -2.702012 0.15 0.40 -0.28
O -1.968642 -1.619025 0.500920 1.97 1.66 0.39
C 0.583641 -2.185264 0.642870 -0.21 -0.17 0.07
F 1.775595 -1.696986 0.329491 0.31 0.29 -0.04
F 0.619522 -2.640620 1.887046 -0.06 0.06 0.11
F 0.298647 -3.188252 -0.174456 -0.08 0.27 -0.02
```
Positions in Å, forces in eV/Å.

=====

Entry 6:
Here is a molecular structure, CHCuFLi2O at a distorted geometry from OMol25. Energies are from ωB97M-V/def2-TZVPD.

Results
2S+1: 2
HOMO-LUMO gap (spin up / spin down): 2.2200 / 7.7202 eV
HOMO energy (spin up / spin down): -0.124 / -0.290 hartree
Expectation value of S²: 0.75
Molecular weight: 125.44 g/mol
LUMO (spin up / spin down): -1.2 / -0.2 eV
Strongest force on any atom: 2.73 eV Å⁻¹
E_tot: -1869.2605 a.u.

XYZ file:
```
7
Properties=species:S:1:pos:R:3:forces:R:3
C -0.874498 0.401693 -0.325103 0.16 -0.13 0.41
O -0.411278 -0.776519 -0.224120 -0.64 -0.01 0.18
Cu 1.771370 -0.629091 -0.324261 -0.10 -2.22 -1.00
Li 0.693384 1.926986 -0.047272 0.13 -0.58 -0.03
H -1.996248 0.374747 -0.202013 0.00 -0.04 -0.13
F 2.070409 0.952158 0.425471 0.24 2.56 0.92
Li -1.253139 -2.249974 0.697301 0.21 0.43 -0.34
```
Positions in Å, forces in eV/Å.

=====

Entry 7:
Here is 2 unconnected molecules or ions with the total composition CHF2NO2 at a distorted geometry from OMol25. Energies are from ωB97M-V/def2-TZVPD.

Results
2S+1: 3
HOMO-LUMO gap (spin up / spin down): 10.3495 / 9.2529 eV
HOMO energy (spin up / spin down): -0.399 / -0.437 hartree
Expectation value of S²: 2.01
Molecular weight: 97.02 g/mol
LUMO (spin up / spin down): -0.5 / -2.6 eV
Strongest force on any atom: 5.55 eV Å⁻¹
E_tot: -443.3730 a.u.

XYZ file:
```
7
Properties=species:S:1:pos:R:3:forces:R:3
C -1.198567 -1.315200 0.708349 3.30 -3.61 2.62
N -2.375324 -0.585054 0.703087 -2.83 1.54 2.41
O -2.932350 -0.313561 -0.308844 0.03 -0.29 -2.91
O -2.811410 -0.204453 1.784169 1.00 -0.37 0.56
F -1.107832 -2.442225 0.031967 -0.64 1.24 -0.68
F -0.679053 -1.625143 1.945228 -1.02 1.45 -1.94
H 1.290266 -0.464369 -0.439228 0.15 0.04 -0.07
```
Positions in Å, forces in eV/Å.

=====

Entry 8:
Here is CHF2NO2S in the gas phase at a distorted geometry from OMol25. Energies are from ωB97M-V/def2-TZVPD.

Results
HOMO-LUMO gap: 9.7086 eV
HOMO energy: -0.420 hartree
Molecular weight: 129.09 g/mol
LUMO: -1.7 eV
Strongest force on any atom: 4.00 eV Å⁻¹
E_tot: -841.8002 a.u.

XYZ file:
```
8
Properties=species:S:1:pos:R:3:forces:R:3
C 0.540189 0.320692 0.266871 -0.98 -1.18 3.69
N -2.824684 -0.067306 -0.413076 -0.82 0.29 0.32
O -0.017605 -0.351122 -0.691960 -1.85 -0.82 -2.95
O 1.718989 -0.230669 0.587630 1.71 -0.43 -0.41
F -0.277178 0.170299 1.462207 0.72 0.35 -1.20
F 0.630251 1.629346 0.130966 -0.04 0.83 -0.64
S -1.804222 -0.644198 -1.209863 1.86 0.22 0.41
H 2.034260 -0.827041 -0.132774 -0.60 0.75 0.79
```
Positions in Å, forces in eV/Å.

=====

Entry 9:
Here is 2 unconnected molecules or ions with the total composition CHF2NO2S at a distorted geometry from OMol25. Energies are from ωB97M-V/def2-TZVPD.

Results
HOMO-LUMO gap: 11.0920 eV
HOMO energy: -0.424 hartree
Molecular weight: 129.09 g/mol
LUMO: -0.5 eV
Strongest force on any atom: 1.51 eV Å⁻¹
E_tot: -841.8355 a.u.

XYZ file:
```
8
Properties=species:S:1:pos:R:3:forces:R:3
C -1.452215 0.741056 -0.065031 -0.37 -0.31 -0.69
N 2.101118 -0.698356 0.602781 0.53 -0.14 0.93
O -1.311944 1.775991 -0.600179 -0.12 -0.54 0.52
O 0.297537 -0.727034 -1.206620 -1.00 0.79 -0.82
F -2.337987 -0.204175 -0.432213 0.95 0.88 0.74
F -0.774831 0.314162 0.999835 -0.73 0.18 -0.37
S 1.268468 -1.383754 -0.397253 1.12 -0.89 0.35
H 2.209853 0.182108 1.098682 -0.39 0.03 -0.65
```
Positions in Å, forces in eV/Å.

=====

Entry 10:
Here is 2 unconnected molecules or ions with the total composition CHF2NS at a distorted geometry from OMol25. Energies are from ωB97M-V/def2-TZVPD.

Results
HOMO-LUMO gap: 7.6402 eV
HOMO energy: -0.321 hartree
Molecular weight: 97.09 g/mol
LUMO: -1.1 eV
Strongest force on any atom: 3.13 eV Å⁻¹
E_tot: -691.1413 a.u.

XYZ file:
```
6
Properties=species:S:1:pos:R:3:forces:R:3
C -0.973443 -0.380398 0.006372 2.94 -0.15 -1.06
N 0.952707 0.463206 -0.543148 -2.90 -0.96 0.07
F 1.779488 -0.287207 0.233186 0.24 -0.29 0.37
F 0.837710 1.642247 0.160202 0.15 0.44 0.32
S -1.009993 -1.921565 0.039372 -0.11 0.36 0.16
H -1.586467 0.483719 0.104018 -0.32 0.60 0.14
```
Positions in Å, forces in eV/Å.

=====

> Which formula does entry 10 have?

CHF2NS

=====

> Look up the E_tot of the sixth one.

-1869.2605 a.u.

=====

What did the tenth record say?
Here is 2 unconnected molecules or ions with the total composition CHF2NS at a distorted geometry from OMol25. Energies are from ωB97M-V/def2-TZVPD.

Results
HOMO-LUMO gap: 7.6402 eV
HOMO energy: -0.321 hartree
Molecular weight: 97.09 g/mol
LUMO: -1.1 eV
Strongest force on any atom: 3.13 eV Å⁻¹
E_tot: -691.1413 a.u.

XYZ file:
```
6
Properties=species:S:1:pos:R:3:forces:R:3
C -0.973443 -0.380398 0.006372 2.94 -0.15 -1.06
N 0.952707 0.463206 -0.543148 -2.90 -0.96 0.07
F 1.779488 -0.287207 0.233186 0.24 -0.29 0.37
F 0.837710 1.642247 0.160202 0.15 0.44 0.32
S -1.009993 -1.921565 0.039372 -0.11 0.36 0.16
H -1.586467 0.483719 0.104018 -0.32 0.60 0.14
```
Positions in Å, forces in eV/Å.